C3H3IrO3 | ωB97M-V with the def2-TZVPD basis set

```
10
Properties=species:S:1:pos:R:3:lowdin_charge:R:1
O 0.445 0.229 0.098 -0.13
C 1.637 -0.436 -0.228 -0.68
O 2.508 -0.093 0.626 -0.19
C -1.849 0.468 -0.281 0.15
H -1.820 1.518 0.014 0.10
H -2.820 0.008 -0.450 0.10
C -0.775 -0.311 -0.200 -0.14
O 1.710 -1.145 -1.209 0.23
Ir 1.763 1.160 1.875 1.42
H -0.798 -1.400 -0.246 0.15
```

HOMO (alpha / beta) = -14.18 / -14.55 eV
expectation value of S² = 8.765
spin multiplicity = 6
charge = +1
ΔE to the lowest compared entry with this formula, charge and spin = 56.6 kJ/mol